# 1
{
  "formula": "C4H4OS",
  "method": "ωB97M-V with the def2-TZVPD basis set",
  "species": ["C", "C", "C", "C", "O", "S", "H", "H", "H", "H"],
  "positions_angstrom": [[-0.770, 0.152, 0.519], [-0.260, 1.587, 0.233], [-0.164, -1.036, 0.238], [0.609, 1.808, -0.682], [1.181, -2.981, -0.855], [1.424, -1.567, -0.398], [-1.681, 0.105, 1.129], [-0.499, 2.225, 0.951], [-0.933, -1.792, 0.437], [1.093, 1.499, -1.572]],
  "mulliken_charge": [-0.075, -0.243, -0.385, -0.517, -0.442, 0.330, 0.277, 0.376, 0.275, 0.403],
  "max_force_ev_per_a": 5.56,
  "gap_ev": [8.20, 7.52],
  "multiplicity": 1,
  "homo_ha": [-0.3132, -0.3287],
  "lumo_ev": [-0.32, -1.43]
}

---

# 2
{
  "formula": "C28H48Cl2P2Yb",
  "method": "ωB97M-V with the def2-TZVPD basis set",
  "species": ["P", "C", "C", "C", "C", "C", "C", "C", "C", "C", "C", "C", "C", "C", "C", "C", "C", "C", "C", "H", "H", "H", "H", "H", "H", "H", "H", "H", "H", "H", "H", "H", "H", "H", "H", "H", "H", "H", "H", "H", "H", "H", "H", "H", "H", "H", "H", "H", "H", "H", "H", "H", "Yb", "Cl", "Cl", "C", "H", "C", "C", "C", "C", "C", "C", "H", "H", "H", "H", "H", "C", "P", "C", "C", "H", "H", "H", "H", "H", "H", "H", "H", "H"],
  "positions_angstrom": [[-2.377, -0.972, 0.090], [-2.290, -2.831, -0.017], [-3.479, -3.582, 0.579], [-3.180, -5.087, 0.591], [-2.783, -5.638, -0.784], [-1.689, -4.797, -1.456], [-2.024, -3.301, -1.448], [-3.585, -0.288, -1.142], [-4.975, -0.918, -1.142], [-5.897, -0.111, -2.074], [-5.333, 0.051, -3.490], [-3.877, 0.534, -3.498], [-2.995, -0.292, -2.559], [-3.145, -0.631, 1.755], [-2.249, -1.172, 2.881], [-2.831, -0.894, 4.272], [-3.173, 0.582, 4.490], [-4.009, 1.180, 3.353], [-3.464, 0.860, 1.951], [-1.375, -3.030, 0.582], [-4.374, -3.379, -0.029], [-3.706, -3.246, 1.600], [-4.050, -5.632, 0.978], [-2.347, -5.262, 1.291], [-2.439, -6.674, -0.678], [-3.665, -5.665, -1.433], [-0.739, -4.944, -0.918], [-1.540, -5.131, -2.490], [-1.207, -2.713, -1.888], [-2.926, -3.135, -2.057], [-3.664, 0.768, -0.825], [-6.036, 0.886, -1.635], [-5.400, -0.955, -0.127], [-4.909, -1.957, -1.501], [-6.882, -0.589, -2.117], [-5.956, 0.752, -4.058], [-5.389, -0.911, -4.013], [-3.466, 0.490, -4.514], [-3.837, 1.584, -3.173], [-1.968, 0.097, -2.548], [-2.934, -1.326, -2.927], [-4.091, -1.202, 1.723], [-2.082, -2.255, 2.776], [-1.238, -0.735, 2.802], [-3.737, -1.502, 4.399], [-2.115, -1.225, 5.033], [-2.242, 1.155, 4.574], [-3.707, 0.690, 5.442], [-4.066, 2.268, 3.476], [-5.038, 0.801, 3.427], [-4.195, 1.199, 1.202], [-2.551, 1.447, 1.754], [0.255, 0.217, 0.303], [-0.981, 2.418, -0.008], [0.892, -1.774, 1.684], [0.418, -0.973, -1.757], [0.766, -2.025, -1.617], [0.719, -0.459, -3.019], [0.331, 0.888, -3.394], [0.527, 1.322, -4.695], [1.132, 0.489, -5.657], [1.568, -0.807, -5.292], [1.383, -1.284, -4.008], [-0.124, 1.512, -2.611], [0.203, 2.320, -4.977], [2.052, -1.441, -6.039], [1.703, -2.293, -3.702], [1.265, 0.837, -6.684], [3.421, 3.677, -0.003], [2.287, 2.244, 0.028], [3.397, 0.778, -0.024], [1.938, 2.094, 1.844], [3.854, 3.796, -1.008], [4.217, 3.531, 0.740], [2.845, 4.587, 0.232], [4.321, 1.094, 0.476], [2.967, -0.104, 0.493], [3.582, 0.508, -1.066], [2.831, 2.487, 2.345], [1.065, 2.705, 2.087], [1.770, 1.058, 2.197]],
  "mulliken_charge": [0.452, 0.463, -0.431, -0.933, -0.748, -0.930, -0.390, -0.251, -0.694, -0.867, -0.760, -0.750, 0.278, 0.258, -0.192, -0.936, -0.659, -0.990, -0.436, 0.502, 0.109, 0.269, 0.400, 0.377, 0.406, 0.334, 0.391, 0.397, -0.350, 0.221, 0.720, 0.372, 0.265, 0.224, 0.398, 0.415, 0.315, 0.379, 0.400, -0.972, 0.286, 0.531, 0.212, -0.010, 0.349, 0.389, 0.289, 0.376, 0.398, 0.379, 0.174, 0.070, -0.598, -0.571, -0.503, -0.594, 0.074, 1.255, -0.071, -0.851, -0.592, -0.276, -0.895, 0.259, 0.341, 0.334, 0.275, 0.322, -1.243, 0.809, -1.227, -1.317, 0.359, 0.377, 0.330, 0.409, 0.528, 0.281, 0.399, 0.317, 0.567],
  "max_force_ev_per_a": 3.57,
  "gap_ev": [4.10, 4.10],
  "multiplicity": 2,
  "homo_ha": [-0.0590, -0.0591],
  "s2": 0.7512,
  "charge": -1,
  "lumo_ev": [2.49, 2.49]
}